{
  "formula": "C26H76N2O20",
  "method": "ωB97M-V/def2-TZVPD",
  "elements": ["O", "O", "O", "O", "O", "O", "O", "O", "O", "O", "O", "O", "O", "O", "O", "O", "O", "O", "O", "O", "N", "N", "C", "C", "C", "C", "C", "C", "C", "C", "C", "C", "C", "C", "C", "C", "C", "C", "C", "C", "C", "C", "C", "C", "C", "C", "C", "C", "H", "H", "H", "H", "H", "H", "H", "H", "H", "H", "H", "H", "H", "H", "H", "H", "H", "H", "H", "H", "H", "H", "H", "H", "H", "H", "H", "H", "H", "H", "H", "H", "H", "H", "H", "H", "H", "H", "H", "H", "H", "H", "H", "H", "H", "H", "H", "H", "H", "H", "H", "H", "H", "H", "H", "H", "H", "H", "H", "H", "H", "H", "H", "H", "H", "H", "H", "H", "H", "H", "H", "H", "H", "H", "H", "H"],
  "positions_angstrom": [[-0.75503, -4.90761, -2.18680], [5.88387, 1.33571, 0.83635], [0.54515, -2.74464, -4.04872], [-1.62398, -1.19058, -5.19605], [2.11032, 4.01420, 3.59729], [0.37423, -6.12632, 0.03236], [0.53401, 2.23936, 5.07834], [3.55638, -2.07596, -4.01571], [1.56694, -0.45105, -0.95862], [-0.82097, 3.09871, -2.10572], [1.11970, -4.23429, 3.04869], [-3.47790, 1.86937, -2.02671], [3.13159, 7.17868, -1.77333], [3.85025, 0.55034, 2.97607], [3.58740, -2.45969, -0.74283], [-2.71110, 1.21426, -6.42255], [-2.55651, 3.17832, 4.78150], [-0.55383, 3.13923, 2.54887], [-5.91100, -2.55159, 1.05333], [1.15864, 5.44833, -0.78062], [2.24448, -1.43631, 1.77829], [-4.25062, -2.60557, -1.35620], [0.80979, -0.07534, 0.18036], [-6.94415, -3.05714, 1.88501], [1.89909, 5.12426, -1.97618], [3.26663, 5.75634, -1.92069], [-1.68867, 2.88105, 5.86572], [-2.99700, 0.88105, -5.06547], [-2.44019, 1.59232, -1.11873], [0.47172, 3.85304, 1.83250], [1.52334, 0.56868, -1.94628], [-3.23012, -1.54228, 0.56759], [4.30964, -2.82356, -3.06119], [-1.88018, 0.01892, -4.49745], [-1.59321, 2.82183, -0.92998], [4.46127, 1.40672, 0.76373], [-0.73417, 1.72548, 5.56399], [0.90148, -1.08843, 1.30853], [-0.90355, -3.46812, -2.16233], [0.75388, -5.39074, 2.27053], [3.82249, 1.67895, 2.12322], [1.22075, 4.75434, 2.79737], [1.06807, -5.17912, 0.79906], [0.12359, -0.56653, 2.52219], [0.35728, -2.76457, -2.64341], [-3.76704, -2.87747, 0.02053], [4.57219, -2.12476, -1.72414], [-4.85555, -3.47467, 0.90104], [-0.18141, -2.22788, -4.43170], [-0.02526, -5.66826, -0.73170], [-1.12149, -3.11414, -1.15571], [1.15748, 0.89252, 0.56512], [-2.04107, 3.23310, 3.96294], [2.14779, -2.14791, 2.50503], [-7.36319, -4.01791, 1.58944], [-7.71749, -2.28393, 1.82944], [2.74356, 7.34885, -0.90938], [1.16466, 1.51078, 5.15499], [-0.92887, -0.40563, 2.28955], [-2.80344, 2.16334, -6.52772], [1.79135, 5.45318, 2.17058], [-2.13777, -0.18484, -3.44479], [1.31660, -3.12030, -2.25925], [0.59427, 5.42595, 3.39487], [-2.31307, 2.61381, 6.71286], [-0.97208, 0.62025, -4.43490], [2.15759, -5.21767, 0.68154], [-1.16117, 1.07103, 4.79783], [0.61168, -4.30868, 3.85998], [-3.93851, 1.07849, -2.31432], [-2.56603, -1.22233, -0.23793], [2.78463, -1.97392, 1.09762], [3.80143, 5.61085, -2.85816], [4.17731, 2.19029, 0.04714], [2.12327, 0.24604, -2.79274], [-4.66585, -3.45263, -1.73677], [-0.32134, -5.54053, 2.40905], [4.74649, -1.04654, -1.74557], [3.91443, 5.45489, -1.09518], [-0.09390, 2.51983, 3.13496], [-2.78247, 1.30485, -0.11702], [-0.45269, 3.97867, -1.96974], [-0.07178, 4.39429, 1.05874], [-0.91656, 2.75134, -0.07945], [-1.72199, -3.24173, -2.85139], [-2.96028, -3.59827, -0.12864], [-0.51385, 1.13159, 6.45420], [0.48290, 0.76925, -2.24189], [-3.96076, 0.35958, -5.01310], [-0.25398, -0.01614, -0.07730], [-2.74883, -1.69106, 1.52923], [0.37287, -2.00360, 1.00919], [2.79389, -1.92205, -0.89784], [1.89326, 4.04702, -2.17411], [-6.61690, -3.02050, 2.92993], [1.27473, -6.29158, 2.61003], [6.21063, 2.15892, 1.21146], [0.15402, -1.35982, 3.27451], [5.49507, -2.56218, -1.32998], [3.76918, -3.73308, -2.78544], [1.59704, 3.44629, 4.19983], [0.78417, -4.16103, 0.51122], [-2.25307, 3.67870, -0.75082], [2.77181, 1.97329, 1.99471], [-4.43935, -3.74704, 1.88256], [1.33380, 5.49314, -2.83968], [4.31180, 2.53745, 2.58793], [1.82434, 1.53692, -1.52604], [-4.04495, -0.81966, 0.59078], [-1.82886, 0.77616, -1.52858], [3.18742, -0.06171, 2.57016], [-5.21460, -4.40550, 0.43830], [5.24353, -3.09016, -3.55645], [0.27952, -1.73540, -2.27103], [-5.03834, -1.96399, -1.26720], [0.61937, 0.28609, 2.99251], [-3.05057, 1.78362, -4.45319], [-0.72649, -5.12871, -3.12394], [-2.49306, -1.54227, -5.42668], [2.63608, -2.36945, -4.03704], [0.46507, 6.04282, -1.08078], [-1.09155, 3.77448, 6.06489], [4.14959, 0.44728, 0.35254], [1.12087, 3.17991, 1.26472]],
  "forces_ev_per_angstrom": [[-0.3135, 0.6287, 0.1738], [-0.0633, -0.1027, -0.0730], [-0.2525, -0.3410, -0.0814], [-0.3011, 0.2645, 0.0632], [0.0948, -0.0692, 0.2892], [-0.0262, -0.0563, -0.1821], [-0.2381, -0.5433, 0.0894], [-0.0492, 0.1879, 0.3087], [0.0260, 0.2940, 0.4258], [-0.1213, -0.0858, 0.0019], [0.1179, -0.2685, -0.2687], [-0.4149, 0.6341, -0.0718], [-0.0905, -0.0719, -0.3651], [-0.2264, 0.2857, -0.0889], [-0.3215, 0.1316, -0.1841], [-0.1049, -0.0717, 0.1001], [-0.1619, -0.3245, 0.0414], [0.2894, -0.6340, -0.2103], [0.0046, -0.6205, -0.2081], [-0.0529, -0.2806, -0.5530], [0.2118, -0.3145, -0.1289], [-0.3609, 0.1078, 0.2878], [0.4462, -0.3582, 0.4282], [-0.1342, 1.6750, 0.2484], [-0.4042, -0.2113, -0.2784], [0.1546, 1.1346, 0.1193], [0.3084, -0.0577, -0.9375], [0.5290, 0.0316, -0.3697], [0.6326, -0.3264, 0.0812], [-1.2971, 0.4773, 0.3705], [-0.6576, 0.2232, 0.2157], [-0.2416, -0.9607, -1.1225], [-0.4472, 0.4183, -0.0361], [-0.2051, 0.5609, 0.8404], [0.0586, 0.6832, -0.4777], [0.3960, 0.2868, 0.1344], [0.3090, 0.1680, 0.1190], [-0.3742, -0.5977, 0.4891], [0.9671, -0.7034, -0.8662], [-0.4292, 0.1020, 0.1350], [-0.3714, -0.3943, -0.3496], [0.5745, 0.4026, -1.0597], [0.1451, 0.6936, 0.3702], [0.1964, -0.6744, 0.1326], [0.0111, 1.0998, 0.0475], [-0.4919, 0.5391, -0.5427], [0.4222, -0.7086, 0.3809], [0.3680, -0.2935, 0.1151], [0.0249, 0.0182, -0.2844], [0.2051, -0.3809, 0.1081], [-0.1498, -0.3732, 0.0659], [-0.0262, 0.1295, -0.1746], [0.0710, 0.2011, 0.0538], [-0.2573, 0.3113, 0.1593], [0.2644, -0.1514, -0.0817], [-0.1618, -0.3397, -0.0872], [0.0013, -0.0879, 0.0268], [0.1196, 0.1715, -0.0861], [0.0678, 0.4089, 0.0079], [-0.0089, -0.0060, -0.0557], [0.3651, -0.2434, 0.1766], [-0.0844, -0.2066, -0.1183], [-0.4129, -0.4952, 0.4679], [-0.4767, -0.4481, -0.0233], [-0.0690, 0.1547, 0.0849], [0.1721, -0.2165, -0.4069], [-0.0246, -0.2248, -0.2632], [-0.1567, 0.0007, 0.0970], [0.1629, 0.1283, 0.1334], [0.1126, -0.2436, 0.2471], [0.4665, 0.2872, 0.4838], [0.0044, 0.5678, -0.3075], [-0.0210, -0.1462, -0.0082], [-0.1611, 0.0504, 0.0354], [0.0791, 0.1165, 0.0161], [0.1388, -0.0157, -0.0299], [0.0205, -0.1930, -0.2978], [-0.2180, 0.0431, -0.4455], [-0.2641, -0.7531, -0.0177], [-0.0709, 0.0692, 0.0420], [-0.2566, -0.0933, -0.1473], [0.0986, -0.1429, -0.0917], [0.1096, 0.3974, 0.2379], [-0.1694, -0.4403, 0.1806], [-0.1108, 0.4677, 0.3215], [0.0152, -0.0842, 0.4998], [-0.2031, 0.0682, 0.0616], [0.0764, -0.3200, -0.2410], [-0.0182, -0.0550, -0.0092], [-0.0151, 0.2544, -0.0990], [0.0953, 0.3160, 0.0465], [-0.0608, 0.0056, -0.3051], [0.2036, 0.1537, -0.1630], [0.3806, -0.1026, 0.6132], [0.0698, -0.5821, -0.0059], [0.0010, 0.0914, 0.1670], [-0.0227, -0.0088, 0.0426], [-0.0832, -0.0199, 0.0146], [-0.0161, 0.0487, -0.0070], [0.1777, -0.1895, -0.1418], [0.0968, 0.4367, -0.1838], [-0.0997, 0.0869, 0.0999], [-0.1488, -0.1340, 0.1471], [0.1194, 0.2003, -0.2472], [-0.0072, 0.0548, 0.0220], [0.3058, 0.4196, -0.0116], [0.0749, -0.1288, 0.1992], [0.5209, -0.1640, -0.0585], [-0.0066, 0.0045, 0.4044], [0.1205, 0.0615, 0.2510], [0.5584, -0.2436, 0.2570], [-0.0986, 0.0229, 0.0286], [0.1071, 0.0116, 0.1334], [-0.0325, -0.0226, -0.0934], [0.0745, -0.0120, -0.0675], [-0.1690, 0.2528, -0.2970], [-0.0820, -0.1279, 0.1091], [0.1744, -0.2799, 0.0985], [0.2116, -0.2151, -0.1230], [-0.0179, -0.0180, -0.0401], [0.0062, 0.1587, 0.3496], [0.0983, -0.0999, 0.4823], [-0.1604, -0.0653, 0.1019], [0.2586, -0.0562, 0.3923]],
  "e_above_lowest_kj_mol": 63.6,
  "homo_lumo_gap_ha": 0.3445,
  "fmax_ha_per_bohr": 0.0330,
  "smiles": "COC[C@H](C)N.COC[C@H](C)N.OCCO.OCCO.OCCO.OCCO.OCCO.OCCO.OCCO.OCCO.OCCO"
}